[1]
This record from OMol25 describes a structure of composition C4H10AgClO2. The level of theory is the ωB97M-V functional and the def2-TZVPD basis.

The lowest unoccupied orbital energy comes out at -3.67 eV. The value obtained for the HOMO energy is -8.114 eV. The total energy comes out at -915.867837 hartree. As for the relative energy (zero: lowest compared OMol25 entry of this formula, charge and spin): 2.911 eV.

```
18
C4H10AgClO2 (the ωB97M-V functional and the def2-TZVPD basis)
Ag -5.12 -6.89 1.14
Cl -6.07 -3.30 -0.51
C 2.52 0.57 0.98
O 2.72 0.69 -0.40
C 1.65 1.21 -1.16
C 0.30 0.58 -0.96
O -0.18 0.83 0.36
C -1.48 0.31 0.62
H 3.44 0.63 1.56
H 2.04 -0.40 1.13
H 1.95 1.41 1.37
H 2.01 1.13 -2.18
H 1.68 2.29 -1.03
H 0.37 -0.49 -1.20
H -0.44 0.94 -1.67
H -1.80 0.55 1.63
H -1.43 -0.77 0.47
H -2.16 0.71 -0.14
```


[2]
This record from OMol25 describes the molecule C5H8. The level of theory is the ωB97M-V functional and the def2-TZVPD basis.

The lowest unoccupied orbital energy comes out at 0.34 eV. The value obtained for the HOMO energy is -10.097 eV. The total energy comes out at -195.163599 hartree. As for the relative energy (zero: lowest compared OMol25 entry of this formula, charge and spin): 3.495 eV.

```
13
C5H8 (the ωB97M-V functional and the def2-TZVPD basis)
C -0.25 -0.71 0.65
C -1.49 -0.17 -0.07
C 0.22 1.89 -1.24
C 1.04 1.03 -0.71
C 1.12 -0.26 0.08
H -0.29 -1.81 0.65
H -0.31 -0.41 1.70
H -1.75 -0.73 -0.97
H -2.32 -0.20 0.65
H -1.29 0.84 -0.40
H 1.94 1.67 -0.82
H 1.59 -1.11 -0.45
H 1.78 -0.03 0.92
```


[3]
This record from OMol25 describes a structure of composition C30H26Cl3N5SbSiV. The level of theory is the ωB97M-V functional and the def2-TZVPD basis.

The lowest unoccupied orbital energy (spin up / spin down) comes out at -6.29 / -6.02 eV. The value obtained for the HOMO energy (spin up / spin down) is -14.226 / -13.870 eV. The total energy comes out at -4286.633772 hartree. As for the multiplicity: 3. Its total charge is +2. As for the relative energy (zero: lowest compared OMol25 entry of this formula, charge and spin): 0.991 eV.

```
67
C30H26Cl3N5SbSiV (the ωB97M-V functional and the def2-TZVPD basis)
V -0.87 -0.34 -0.02
C -2.90 2.26 -1.47
C -2.81 2.26 0.03
C -3.56 3.24 0.68
C -3.57 3.31 2.06
C -2.83 2.37 2.76
C -2.10 1.41 2.07
N -2.07 1.36 0.72
Sb -1.05 0.15 3.48
C 0.90 0.77 2.88
C 1.72 1.21 3.91
C 2.99 1.67 3.60
C 3.36 1.67 2.28
C 2.49 1.23 1.29
C 2.99 1.31 -0.13
N 1.25 0.77 1.57
C -0.99 -1.81 2.58
C -1.06 -2.78 3.56
C -1.02 -4.13 3.22
C -0.94 -4.45 1.89
C -0.88 -3.44 0.92
C -0.85 -3.91 -0.51
N -0.88 -2.13 1.26
H -3.95 2.23 -1.77
H -2.39 1.43 -1.94
H -2.49 3.19 -1.87
H -4.13 3.93 0.09
H -4.16 4.06 2.57
H -2.84 2.37 3.84
H 1.36 1.19 4.93
H 3.66 2.01 4.38
H 4.34 2.03 1.99
H 3.99 1.73 -0.14
H 2.36 1.95 -0.74
H 3.04 0.33 -0.59
H -1.16 -2.49 4.60
H -1.08 -4.90 3.98
H -0.94 -5.48 1.56
H -1.68 -4.60 -0.68
H 0.07 -4.48 -0.69
H -0.90 -3.12 -1.24
C 2.57 -2.96 -1.36
C 1.64 -2.33 -0.53
N 0.93 -1.28 -0.91
C 1.23 -0.72 -2.11
C 2.11 -1.30 -3.02
C 2.77 -2.48 -2.63
C 2.41 -0.62 -4.25
C 1.98 0.64 -4.45
C 1.23 1.33 -3.44
C 1.02 2.72 -3.44
C 0.46 3.32 -2.34
C 0.01 2.52 -1.29
N 0.10 1.20 -1.30
C 0.77 0.62 -2.32
H 3.12 -3.82 -0.99
H 1.46 -2.70 0.47
H 3.47 -2.96 -3.30
H 3.02 -1.12 -4.99
H 2.25 1.18 -5.35
H 1.35 3.31 -4.29
H 0.36 4.39 -2.28
H -0.45 2.97 -0.42
Cl -4.94 -0.04 -0.33
Si -3.25 -1.16 -0.13
Cl -2.11 -1.07 -2.04
Cl -3.93 -3.06 0.13
```


[4]
This record from OMol25 describes the molecule C3H4N2O2. The level of theory is the ωB97M-V functional and the def2-TZVPD basis.

The lowest unoccupied orbital energy comes out at 0.48 eV. As for the SMILES: Oc1c[nH]c(O)n1. The value obtained for the HOMO energy is -8.237 eV. The total energy comes out at -376.668239 hartree. As for the relative energy (zero: lowest compared OMol25 entry of this formula, charge and spin): 2.600 eV.

```
11
C3H4N2O2 (the ωB97M-V functional and the def2-TZVPD basis)
O 2.32 0.62 0.28
C 1.07 0.23 -0.06
C 0.55 -1.04 0.02
N -0.74 -0.89 -0.45
C -0.96 0.44 -0.55
O -2.15 0.83 -0.01
N 0.14 1.15 -0.44
H 2.32 1.58 0.19
H 0.90 -1.95 0.47
H -1.52 -1.52 -0.37
H -1.93 0.55 0.90
```


[5]
This record from OMol25 describes the ion C2H5N4O3 with charge +1. The level of theory is the ωB97M-V functional and the def2-TZVPD basis.

The lowest unoccupied orbital energy comes out at -4.51 eV. The value obtained for the HOMO energy is -12.654 eV. The total energy comes out at -523.428659 hartree. Its total charge is +1. As for the relative energy (zero: lowest compared OMol25 entry of this formula, charge and spin): 2.197 eV.

```
14
C2H5N4O3 (the ωB97M-V functional and the def2-TZVPD basis)
C 0.18 -1.77 -0.05
C 1.90 0.64 -0.30
N 1.07 -1.32 0.57
N -0.49 0.70 0.27
N -0.85 -2.46 -0.45
N -1.15 1.99 0.40
O 2.94 1.02 -0.75
O 2.03 -0.51 0.62
O 0.70 1.11 -0.47
H -1.42 -2.89 0.26
H -1.69 2.21 -0.43
H -0.70 -3.10 -1.20
H -0.52 2.67 0.64
H -2.00 1.73 0.89
```


[6]
This record from OMol25 describes a structure of composition C36H46LaN11O3S. The level of theory is the ωB97M-V functional and the def2-TZVPD basis.

The lowest unoccupied orbital energy comes out at -5.68 eV. The value obtained for the HOMO energy is -12.266 eV. The total energy comes out at -2656.871870 hartree. Its total charge is +2. As for the relative energy (zero: lowest compared OMol25 entry of this formula, charge and spin): 1.317 eV.

```
98
C36H46LaN11O3S (the ωB97M-V functional and the def2-TZVPD basis)
La 0.37 -0.19 0.32
O 1.24 -4.47 4.44
C 2.02 -3.40 4.82
C 2.52 -3.37 6.16
C 3.34 -2.34 6.57
C 3.78 -1.35 5.66
C 3.32 -1.42 4.37
C 2.31 -2.31 3.93
C 1.59 -2.07 2.65
O 2.03 -1.21 1.83
N 0.37 -2.61 2.51
N -0.07 -2.42 1.22
C -1.08 -3.13 0.75
C -1.71 -2.76 -0.44
C -2.59 -3.72 -1.06
C -3.22 -3.42 -2.24
C -2.89 -2.20 -2.88
C -2.04 -1.31 -2.21
N -1.41 -1.59 -1.05
H 1.19 -5.13 5.17
H 2.30 -4.22 6.83
H 3.67 -2.29 7.60
H 4.51 -0.60 5.96
H 3.73 -0.74 3.65
H -1.38 -4.00 1.32
H -2.88 -4.64 -0.50
H -3.91 -4.10 -2.69
H -3.29 -1.94 -3.85
H -1.89 -0.37 -2.71
C -3.34 -1.81 3.52
N -2.14 -1.04 3.37
C -2.13 0.26 3.15
N -3.35 0.91 3.20
S -0.69 1.11 2.93
H -3.12 -2.89 3.51
H -4.09 -1.69 2.72
H -3.87 -1.65 4.47
H -1.22 -1.47 3.33
H -4.16 0.36 3.47
H -3.39 1.91 3.32
C 1.75 -1.90 -2.56
C 2.81 -2.10 -3.67
N 4.21 -1.68 -3.30
C 4.37 -2.23 -1.89
C 3.40 -1.62 -0.80
N 2.27 -0.91 -1.47
C 2.82 0.27 -2.20
C 4.07 -0.15 -3.10
H 1.49 -2.84 -2.05
H 0.83 -1.47 -2.99
H 2.48 -1.49 -4.53
H 2.86 -3.17 -4.02
H 5.39 -1.99 -1.58
H 4.21 -3.28 -1.87
H 3.95 -0.92 -0.17
H 2.98 -2.43 -0.20
H 2.96 1.08 -1.47
H 2.01 0.64 -2.80
H 4.99 0.23 -2.65
H 3.94 0.31 -4.13
C 5.16 2.89 2.40
N 3.85 2.75 1.71
C 2.99 3.83 1.22
C 1.95 3.20 0.68
N 2.07 1.80 0.76
C 3.22 1.61 1.42
H 5.14 3.88 2.89
H 5.99 2.85 1.70
H 5.25 2.13 3.19
H 3.23 4.89 1.36
H 1.06 3.64 0.20
H 3.66 0.65 1.75
C -3.66 4.29 -3.42
N -2.61 3.29 -3.32
N -2.59 2.46 -2.11
C -1.25 2.18 -1.82
O -0.80 1.49 -0.83
C -0.45 2.80 -2.84
C -1.35 3.44 -3.73
C -0.94 4.16 -4.95
C -3.83 1.92 -1.67
C -4.74 1.45 -2.66
C -6.04 1.25 -2.21
C -6.40 1.38 -0.85
C -5.43 1.58 0.11
C -4.13 1.90 -0.28
H -3.65 4.93 -2.53
H -4.64 3.82 -3.45
H -3.53 4.91 -4.31
H 0.63 2.81 -2.87
H -0.39 3.48 -5.59
H -0.28 5.04 -4.63
H -1.84 4.55 -5.47
H -4.45 1.48 -3.70
H -6.86 1.06 -2.91
H -7.43 1.37 -0.50
H -5.69 1.56 1.14
H -3.38 2.27 0.43
```